{"formula": "Cd2N8O24", "method": "the ωB97M-V functional and the def2-TZVPD basis", "elements": ["O", "N", "O", "O", "O", "Cd", "O", "O", "N", "N", "Cd", "N", "O", "O", "O", "O", "O", "N", "O", "O", "O", "O", "O", "O", "N", "O", "O", "O", "O", "O", "O", "N", "O", "N"], "xyz": [[-0.762, 0.850, 5.561], [1.659, 2.373, 2.503], [1.786, 3.235, 3.348], [1.391, 0.009, 10.580], [3.032, 5.032, 7.057], [-0.101, 0.644, 7.601], [1.180, 2.017, 11.466], [0.897, 1.425, 9.361], [5.929, -0.045, 2.738], [2.696, 1.317, 5.768], [2.303, 4.500, 4.977], [-1.673, 0.895, 4.777], [3.056, 2.504, 5.750], [5.142, 0.597, 2.132], [5.375, -1.395, 6.463], [4.717, 4.888, 8.225], [5.602, 3.260, 4.759], [5.443, 4.454, 4.358], [4.344, 4.811, 4.086], [1.787, 1.152, 6.570], [5.992, -3.067, 7.786], [5.770, -0.332, 3.805], [-2.547, 1.775, 4.952], [0.751, 1.719, 2.299], [3.879, 5.607, 7.638], [-1.595, 0.249, 3.743], [2.609, 1.994, 1.787], [4.460, -3.343, 6.413], [6.895, -0.516, 2.109], [6.451, 5.241, 4.333], [3.914, 6.731, 7.587], [1.154, 1.173, 10.507], [3.433, 0.405, 5.510], [5.307, -2.610, 6.922]], "s_squared": 0.76, "charge": -3, "spin_multiplicity": 2, "lumo_energy_ev": [3.66, 3.66]}

---

{"formula": "C6H13NO2", "method": "the ωB97M-V functional and the def2-TZVPD basis", "elements": ["N", "H", "H", "H", "H", "C", "H", "H", "C", "O", "H", "H", "C", "C", "H", "C", "H", "C", "H", "O", "H", "H"], "xyz": [[1.279, -0.428, 1.034], [1.628, 2.419, 1.384], [-0.795, 1.472, -0.170], [1.674, -1.353, 1.149], [2.733, -0.231, -1.973], [1.226, 0.019, -0.326], [-1.823, 0.805, -1.555], [-2.221, -1.935, -0.482], [-2.087, -0.047, 0.410], [0.665, 2.359, 1.527], [1.396, 1.095, -0.382], [0.625, 2.347, 2.491], [-1.211, 0.606, -0.677], [2.312, -0.705, -1.099], [-3.186, -1.742, 1.038], [-2.507, -1.286, 0.340], [0.022, -0.149, -2.221], [-0.035, -0.289, -1.147], [-2.399, 0.658, 1.161], [2.666, -1.827, -0.830], [-0.311, -1.341, -1.102], [0.349, -0.447, 1.430]], "smiles": "C=CCC[C@@H](N)C=O.O", "lumo_energy_ev": 0.72}

---

{"formula": "C46H58BBr2GdN9O", "method": "the ωB97M-V functional and the def2-TZVPD basis", "elements": ["N", "C", "C", "C", "C", "H", "Br", "C", "H", "C", "C", "H", "C", "H", "N", "N", "C", "H", "H", "H", "H", "H", "C", "C", "Gd", "H", "O", "B", "C", "C", "C", "C", "H", "C", "C", "H", "H", "H", "C", "C", "C", "H", "H", "H", "H", "H", "H", "H", "H", "H", "H", "H", "H", "C", "N", "H", "C", "H", "H", "C", "N", "C", "C", "C", "H", "C", "H", "H", "H", "H", "H", "H", "H", "C", "H", "N", "C", "C", "C", "H", "C", "C", "H", "C", "H", "H", "C", "H", "C", "Br", "H", "C", "H", "H", "C", "C", "C", "H", "H", "N", "C", "C", "H", "H", "H", "H", "C", "C", "N", "C", "H", "H", "H", "H", "H", "C", "H", "N"], "xyz": [[14.737, 11.845, 14.959], [19.293, 10.880, 12.858], [7.938, 7.979, 16.631], [9.019, 12.436, 17.184], [13.777, 7.717, 19.116], [15.348, 16.533, 15.526], [14.561, 6.171, 19.900], [8.674, 8.558, 14.189], [15.972, 13.310, 9.295], [9.823, 11.144, 19.200], [15.167, 13.210, 8.540], [14.764, 9.850, 8.807], [13.753, 6.622, 16.886], [8.639, 7.589, 17.393], [9.825, 9.492, 15.896], [12.970, 11.886, 12.961], [15.438, 15.458, 15.622], [11.040, 15.971, 12.861], [7.996, 7.972, 13.610], [18.994, 14.026, 14.416], [9.603, 11.046, 20.294], [18.614, 11.107, 12.078], [13.668, 8.859, 19.927], [13.644, 15.619, 17.476], [12.138, 11.457, 15.398], [14.301, 13.882, 16.608], [13.033, 11.351, 17.394], [10.013, 13.544, 13.935], [14.327, 11.972, 8.810], [8.087, 12.507, 15.177], [8.767, 8.747, 15.619], [13.491, 7.737, 17.739], [19.162, 9.796, 13.175], [15.275, 10.765, 8.564], [19.032, 11.796, 14.115], [13.845, 8.824, 20.995], [10.909, 11.083, 19.037], [6.628, 7.166, 15.073], [7.788, 12.269, 16.488], [17.028, 11.637, 15.701], [19.873, 11.341, 15.265], [12.396, 10.955, 8.160], [16.306, 15.273, 16.205], [7.491, 12.604, 14.288], [15.300, 11.774, 16.935], [17.697, 11.496, 16.571], [14.078, 5.709, 17.334], [6.807, 11.939, 16.884], [14.392, 15.574, 18.296], [6.027, 9.006, 16.694], [12.705, 15.208, 17.916], [10.018, 13.711, 20.268], [15.577, 14.920, 14.702], [19.401, 13.239, 13.757], [13.216, 9.122, 15.769], [20.915, 11.444, 15.007], [11.630, 15.434, 13.600], [14.468, 14.081, 8.531], [6.555, 8.423, 18.269], [13.146, 11.754, 7.882], [9.407, 12.830, 15.066], [9.927, 13.744, 19.165], [6.899, 8.896, 17.328], [13.432, 10.114, 19.334], [13.436, 16.705, 17.323], [14.704, 11.948, 11.299], [9.415, 14.670, 18.872], [15.610, 13.228, 7.546], [12.950, 7.538, 12.892], [19.714, 10.196, 15.408], [11.704, 12.725, 10.053], [11.025, 11.957, 12.271], [9.337, 13.703, 12.938], [15.234, 11.926, 13.674], [14.659, 8.028, 13.284], [10.035, 12.604, 16.332], [15.673, 11.823, 15.923], [13.477, 8.091, 14.967], [17.541, 11.781, 14.419], [6.654, 6.248, 16.699], [13.262, 9.014, 17.092], [16.611, 11.989, 13.382], [15.762, 11.757, 11.070], [9.257, 12.445, 18.679], [13.573, 11.535, 6.888], [13.421, 9.267, 13.246], [13.797, 12.012, 10.268], [20.292, 10.961, 12.457], [13.686, 6.798, 15.535], [13.433, 11.670, 20.437], [13.378, 16.774, 13.970], [12.422, 12.214, 10.655], [14.030, 5.979, 14.879], [15.657, 10.653, 7.516], [13.212, 10.180, 17.943], [9.749, 9.299, 13.655], [14.262, 11.920, 12.633], [16.993, 12.271, 12.381], [12.593, 12.702, 7.839], [11.315, 14.205, 14.068], [13.581, 8.223, 13.480], [12.079, 11.912, 11.981], [7.319, 9.874, 17.523], [9.377, 10.262, 18.728], [8.003, 6.105, 15.495], [8.150, 12.478, 19.062], [14.119, 14.884, 16.291], [12.805, 15.889, 14.256], [12.165, 13.900, 15.133], [7.220, 6.790, 15.941], [20.425, 13.390, 13.716], [10.912, 13.697, 18.691], [19.699, 11.846, 16.189], [18.960, 13.644, 12.773], [16.123, 10.808, 9.227], [13.121, 14.877, 15.230], [10.014, 9.408, 12.620], [10.387, 9.939, 14.729]], "s_squared": 16.03, "charge": 1, "spin_multiplicity": 8, "lumo_energy_ev": [-3.11, -5.04]}

---

{"formula": "C4H11O3", "method": "the ωB97M-V functional and the def2-TZVPD basis", "elements": ["C", "H", "H", "H", "C", "H", "H", "H", "H", "O", "O", "H", "O", "H", "C", "H", "C", "H"], "xyz": [[0.537, 0.003, 0.317], [0.245, -2.836, 0.599], [-0.810, -0.971, -1.127], [-1.538, 1.293, -1.221], [-0.006, -0.218, -1.098], [1.041, -0.887, 0.710], [0.604, 1.373, 2.522], [-0.978, 1.362, 0.906], [0.807, -0.556, -1.749], [-0.029, 0.659, 2.609], [0.318, 2.157, -1.458], [-1.331, -0.302, 1.383], [0.265, -3.504, -0.110], [0.170, -2.994, -0.936], [-0.528, 1.140, -1.682], [-0.742, 0.936, -2.763], [-0.536, 0.440, 1.283], [1.244, 0.828, 0.189]], "charge": -1, "lumo_energy_ev": 3.74}

---

{"formula": "C4H6CrF10N4O18S6", "method": "the ωB97M-V functional and the def2-TZVPD basis", "elements": ["H", "N", "S", "F", "F", "F", "F", "O", "Cr", "O", "O", "O", "O", "O", "H", "F", "O", "O", "F", "H", "S", "O", "O", "S", "N", "N", "O", "F", "C", "C", "H", "N", "O", "O", "F", "H", "O", "C", "S", "O", "O", "C", "S", "O", "S", "O", "H", "F", "F"], "xyz": [[-1.320, -3.691, -0.586], [-2.456, 1.499, -0.177], [-3.365, 2.367, 1.094], [3.168, -0.151, -1.775], [2.640, 4.160, -0.197], [4.385, 3.400, 0.869], [3.964, -2.172, -1.937], [-3.531, 3.823, 1.128], [-0.686, 0.528, -0.148], [0.593, -3.841, 4.316], [-3.451, -1.871, 0.712], [-4.295, 1.460, 1.692], [-1.953, -1.448, -0.818], [1.896, 3.168, 2.581], [0.664, 2.157, -4.926], [2.115, -3.867, 2.522], [0.811, -0.985, -0.163], [-1.073, -1.402, 4.174], [3.509, 2.273, -0.755], [-2.446, -4.057, 0.782], [1.885, -1.924, -0.340], [-0.598, -0.448, 1.927], [1.461, -3.296, -0.496], [2.166, 2.180, 1.556], [1.392, -1.721, 3.104], [0.675, 2.032, -2.769], [-4.830, 1.302, -1.175], [2.116, -1.580, -2.959], [2.868, -1.428, -1.869], [-2.343, -3.652, -0.216], [1.318, 0.652, -4.163], [-2.595, -2.172, -0.082], [-0.164, -3.426, 2.002], [-3.520, 3.380, -1.573], [-2.806, 1.314, -2.444], [-0.396, 0.948, -4.135], [2.848, -1.833, 0.782], [3.237, 3.074, 0.260], [0.779, -3.160, 3.059], [0.761, 3.302, -2.688], [2.993, 1.055, 2.007], [0.578, 1.453, -4.107], [-3.565, 1.998, -1.168], [1.036, 1.679, 0.777], [-0.139, -0.957, 3.182], [0.355, 1.240, -1.793], [-3.085, -3.987, -0.935], [-2.043, 2.276, 2.011], [0.448, 0.351, 3.856]], "s_squared": 20.03, "charge": -2, "spin_multiplicity": 9, "lumo_energy_ev": [3.93, -0.69]}

---

{"formula": "CO3S3", "method": "the ωB97M-V functional and the def2-TZVPD basis", "elements": ["S", "S", "O", "O", "S", "C", "O"], "xyz": [[1.653, 0.904, 0.157], [-2.331, 0.855, 0.153], [1.190, 2.278, 0.304], [-2.795, -1.786, -0.580], [-0.696, -0.401, 0.637], [-2.273, -0.847, -0.072], [2.296, 0.460, -1.081]], "lumo_energy_ev": -1.48}

---

| no. | E_tot (eV) |
| --- | --- |
| 1 | -70152.491 |
| 2 | -12016.437 |
| 3 | -225695.567 |
| 4 | -10468.478 |
| 5 | -167656.139 |
| 6 | -39683.401 |